1.
{"formula": "C23H23NO9S", "method": "ωB97M-V/def2-TZVPD", "e_above_lowest_kcal_mol": 0.0, "e_homo_ev": -9.96, "multiplicity": 1, "e_tot_ev": -54974.38800, "symbols": ["C", "C", "O", "N", "O", "S", "O", "O", "C", "C", "C", "C", "O", "C", "O", "C", "C", "O", "H", "H", "H", "H", "H", "H", "H", "H", "H", "H", "H", "H", "H", "H", "H", "C", "C", "C", "C", "C", "C", "C", "O", "C", "C", "C", "C", "C", "C", "C", "O", "H", "H", "H", "H", "H", "H", "H", "H"], "coordinates": [[3.140, 0.201, -0.074], [3.422, -0.517, -1.359], [3.160, -1.679, -1.563], [4.140, 0.304, -2.309], [3.298, 1.201, -3.025], [2.211, 0.419, -4.060], [2.354, 1.141, -5.297], [0.852, 0.989, -3.386], [-0.052, -0.069, -2.994], [-1.472, 0.444, -3.090], [-2.488, -0.520, -2.467], [-2.438, -1.932, -3.032], [-3.169, -2.824, -2.177], [-2.430, -3.665, -1.446], [-2.814, -4.173, -0.431], [5.132, -0.329, -3.195], [4.751, -1.434, -4.138], [6.249, 0.093, -3.133], [4.104, 0.527, 0.319], [2.688, -0.503, 0.619], [2.517, 1.078, -0.243], [0.167, -0.406, -1.976], [0.071, -0.911, -3.678], [-1.561, 1.398, -2.566], [-1.733, 0.640, -4.133], [-2.338, -0.562, -1.384], [-3.498, -0.132, -2.612], [-2.890, -1.962, -4.025], [-1.415, -2.301, -3.127], [-1.426, -3.871, -1.848], [3.791, -1.887, -3.922], [5.531, -2.192, -4.073], [4.754, -1.050, -5.160], [-3.184, -2.036, 4.697], [-2.983, -2.346, 3.357], [-2.288, -1.470, 2.541], [-1.799, -0.277, 3.058], [-2.023, 0.045, 4.398], [-2.707, -0.844, 5.217], [-1.558, 1.342, 4.962], [-1.738, 1.623, 6.128], [-0.874, 2.297, 4.041], [-0.478, 3.536, 4.527], [0.167, 4.433, 3.693], [0.426, 4.095, 2.369], [0.032, 2.862, 1.878], [-0.623, 1.961, 2.708], [-1.052, 0.647, 2.157], [-0.804, 0.343, 1.006], [-3.721, -2.724, 5.336], [-3.366, -3.272, 2.947], [-2.118, -1.708, 1.500], [-2.867, -0.590, 6.256], [-0.681, 3.787, 5.559], [0.471, 5.399, 4.074], [0.934, 4.796, 1.721], [0.225, 2.590, 0.850]], "atomic_forces_ev_per_a": [[0.116, -0.334, -0.060], [-0.336, -0.160, -0.072], [0.417, 0.411, 0.075], [-0.009, -0.208, -0.130], [-0.030, -0.146, 0.178], [-0.162, 0.429, -0.207], [0.077, -0.076, 0.067], [0.225, -0.223, 0.128], [-0.351, -0.062, 0.024], [-0.396, 0.092, -0.012], [0.030, -0.029, 0.197], [-0.001, 0.053, -0.189], [-0.022, 0.193, -0.078], [0.063, -0.355, 0.709], [-0.125, 0.136, -0.372], [0.314, 0.165, -0.082], [-0.019, -0.221, -0.127], [-0.230, -0.086, 0.067], [-0.075, 0.145, 0.009], [-0.220, 0.149, 0.021], [-0.010, 0.030, 0.018], [0.098, 0.097, -0.008], [0.155, -0.056, 0.049], [0.132, -0.006, -0.009], [0.139, -0.014, -0.016], [0.134, -0.066, -0.036], [0.040, 0.050, 0.009], [-0.054, -0.114, 0.064], [0.042, -0.006, 0.033], [0.049, 0.156, -0.165], [-0.009, 0.016, 0.079], [-0.009, 0.029, -0.040], [0.008, 0.070, 0.042], [0.000, -0.007, -0.034], [0.000, -0.002, 0.048], [0.009, -0.111, -0.034], [-0.016, 0.098, -0.050], [0.040, 0.039, -0.067], [-0.053, -0.067, 0.017], [-0.019, 0.027, 0.083], [0.004, -0.007, 0.001], [0.001, -0.050, -0.048], [0.053, 0.106, -0.002], [-0.002, -0.018, -0.015], [-0.005, -0.006, 0.016], [0.044, 0.093, -0.019], [-0.010, -0.026, 0.087], [-0.011, -0.074, -0.081], [-0.011, -0.029, -0.048], [-0.006, -0.007, 0.002], [0.008, -0.006, -0.016], [0.018, 0.023, -0.019], [0.028, 0.066, -0.001], [-0.025, -0.063, 0.022], [0.008, 0.006, 0.001], [0.001, 0.007, -0.004], [-0.037, -0.051, -0.004]], "lowdin_charge": [0.0226, -0.4503, 0.1134, -0.0562, -0.2306, 0.9515, -0.3526, -0.3082, -0.2550, -0.1635, -0.1570, -0.1800, -0.0100, -0.3582, 0.0841, -0.4160, -0.0160, 0.1526, 0.0973, 0.0895, 0.0879, 0.1290, 0.1017, 0.1243, 0.1258, 0.1138, 0.1229, 0.1353, 0.1009, 0.1463, 0.0533, 0.0975, 0.0980, -0.0512, -0.0452, 0.0026, -0.0810, -0.0834, -0.0006, -0.2770, 0.1098, -0.0800, 0.0000, -0.0537, -0.0553, -0.0061, -0.0838, -0.2731, 0.0815, 0.1085, 0.1117, 0.1105, 0.1208, 0.1212, 0.1084, 0.1085, 0.1129]}

=====

2.
{"formula": "C5H12O", "method": "ωB97M-V/def2-TZVPD", "e_above_lowest_kcal_mol": 79.2, "smiles": "C=CC.CCO", "e_homo_ev": -8.47, "multiplicity": 1, "e_tot_ev": -7423.87783, "symbols": ["C", "C", "C", "H", "H", "H", "H", "H", "H", "C", "C", "O", "H", "H", "H", "H", "H", "H"], "coordinates": [[0.878, 1.431, -0.539], [1.808, 0.668, 0.109], [2.411, -0.548, -0.458], [0.156, 1.905, 0.099], [0.959, 1.782, -1.571], [2.330, 1.272, 0.840], [2.419, -0.668, -1.550], [3.507, -0.593, -0.328], [1.985, -1.460, -0.061], [-1.620, 0.246, 1.076], [-1.574, -0.913, 0.012], [-2.779, -1.425, -0.512], [-2.603, 0.101, 1.538], [-0.839, 0.145, 1.816], [-1.650, 1.143, 0.478], [-1.090, -1.773, 0.493], [-0.916, -0.621, -0.828], [-3.383, -0.692, -0.616]], "atomic_forces_ev_per_a": [[0.956, -0.095, 0.484], [-0.499, 1.279, -1.967], [2.431, -0.119, -1.257], [0.487, 1.469, 0.134], [-0.980, -1.522, -0.329], [-0.681, -1.074, 1.824], [-0.952, 0.383, -0.043], [-0.281, -0.083, 0.741], [-0.182, -0.088, 0.308], [-1.868, -1.736, -1.635], [1.894, -0.317, 0.470], [-0.356, 0.348, 0.439], [0.179, 0.311, 0.399], [0.242, 0.337, -0.102], [0.197, 0.644, 0.542], [-0.062, 0.072, -0.158], [-0.193, 0.007, 0.344], [-0.334, 0.185, -0.194]], "lowdin_charge": [-0.0235, -0.2388, -0.1334, 0.0233, 0.0723, 0.0999, 0.0792, 0.0716, 0.0697, -0.0800, -0.3259, -0.0730, 0.0729, 0.0689, 0.0442, 0.1061, 0.0927, 0.0738]}

=====

3.
{"formula": "C8H12N4", "method": "ωB97M-V/def2-TZVPD", "e_above_lowest_kcal_mol": 73.5, "smiles": "Cc1c[nH]cn1.Cc1c[nH]cn1", "e_homo_ev": -7.87, "multiplicity": 1, "e_tot_ev": -14448.36620, "symbols": ["C", "C", "C", "N", "C", "N", "H", "H", "H", "H", "H", "H", "C", "C", "C", "N", "C", "N", "H", "H", "H", "H", "H", "H"], "coordinates": [[-2.387, -2.692, -1.427], [-2.050, -1.399, -0.801], [-2.929, -0.488, -0.134], [-2.279, 0.776, 0.199], [-0.992, 0.514, -0.293], [-0.858, -0.696, -0.938], [-3.447, -3.024, -1.234], [-1.602, -3.464, -1.190], [-2.408, -2.451, -2.590], [-3.975, -0.510, 0.036], [-2.535, 1.524, 0.876], [-0.217, 1.218, -0.523], [0.911, 0.145, 2.361], [1.622, 0.434, 1.095], [2.115, -0.314, -0.020], [2.643, 0.566, -0.882], [2.572, 1.791, -0.253], [2.110, 1.703, 1.005], [0.142, 0.864, 2.673], [1.442, 0.090, 3.364], [-0.066, -0.458, 2.273], [1.945, -1.287, -0.219], [3.347, 0.442, -1.630], [2.887, 2.666, -0.687]], "atomic_forces_ev_per_a": [[-0.242, -0.112, -2.412], [-1.511, 4.788, 2.136], [0.935, 0.234, 0.032], [1.822, -3.296, -1.562], [-0.788, -2.174, -2.100], [-0.682, 1.688, 1.685], [1.319, 0.226, 0.265], [-1.044, 0.614, -0.401], [0.376, -0.900, 2.146], [-0.668, -0.454, 0.314], [0.144, -1.192, -1.069], [0.038, 0.596, 0.787], [-3.131, -0.931, 1.736], [2.350, -0.764, -0.388], [-1.598, 2.278, 3.258], [0.993, 1.976, -0.274], [-0.048, -1.623, 2.382], [-0.655, 0.759, -3.069], [0.923, 1.921, -0.625], [-0.178, -0.789, -1.604], [2.257, -1.273, -0.091], [-0.367, -2.956, -0.814], [-1.205, -0.329, 0.629], [0.960, 1.712, -0.960]], "lowdin_charge": [-0.0768, -0.3734, -0.0584, 0.0622, -0.1919, 0.0772, 0.0835, 0.0849, 0.1145, 0.0788, 0.1577, 0.0979, -0.0885, -0.3857, -0.0856, 0.0496, -0.1889, 0.0873, 0.0506, 0.0932, 0.0887, 0.0729, 0.1703, 0.0799]}

=====

4.
{"formula": "C18H41MnO6SSi", "method": "ωB97M-V/def2-TZVPD", "e_homo_ev": [-10.99, -11.21], "multiplicity": 6, "e_tot_ev": -81647.64678, "charge": 1, "symbols": ["Mn", "C", "O", "C", "C", "O", "C", "C", "O", "C", "H", "H", "H", "H", "H", "H", "H", "H", "H", "H", "H", "H", "H", "H", "C", "C", "C", "C", "O", "Si", "S", "O", "C", "C", "C", "C", "O", "C", "C", "C", "C", "H", "H", "H", "H", "H", "H", "H", "H", "H", "H", "H", "H", "H", "H", "H", "H", "H", "H", "H", "H", "H", "H", "H", "H", "H", "H", "H"], "coordinates": [[0.137, -0.572, 2.568], [-1.790, -3.046, 1.612], [-0.754, -2.593, 2.456], [-0.221, -3.498, 3.433], [-0.157, -2.748, 4.731], [0.583, -1.552, 4.508], [1.961, -1.452, 4.934], [2.886, -1.765, 3.754], [2.397, -0.974, 2.626], [3.418, -0.117, 2.127], [-2.753, -2.687, 1.960], [-1.854, -4.181, 1.507], [-1.584, -2.620, 0.616], [0.760, -3.767, 3.050], [-0.857, -4.396, 3.555], [0.348, -3.324, 5.503], [-1.165, -2.485, 5.084], [2.067, -2.131, 5.818], [2.077, -0.425, 5.331], [2.786, -2.820, 3.493], [3.978, -1.609, 4.058], [3.616, 0.704, 2.857], [2.952, 0.297, 1.223], [4.327, -0.646, 1.844], [2.399, -0.643, -2.041], [0.931, -1.031, -2.274], [0.749, -2.596, -2.153], [0.323, -0.615, -3.608], [0.095, -0.516, -1.168], [-0.360, 1.037, -0.789], [-0.599, 1.269, 1.388], [-1.852, 1.375, -1.427], [-3.225, 0.831, -1.232], [-3.986, 1.217, -2.496], [-3.775, 1.629, -0.068], [-3.129, -0.657, -0.976], [0.772, 2.060, -1.304], [0.837, 3.426, -1.754], [0.088, 3.424, -3.121], [0.228, 4.370, -0.748], [2.296, 3.749, -2.033], [2.995, -1.152, -2.865], [2.802, -0.971, -1.060], [2.440, 0.436, -2.130], [1.697, -3.109, -2.412], [-0.050, -2.864, -2.870], [0.357, -2.883, -1.158], [0.800, -1.224, -4.416], [0.446, 0.470, -3.731], [-0.759, -0.765, -3.681], [-3.748, 2.234, -2.668], [-5.127, 1.211, -2.430], [-3.696, 0.589, -3.338], [-3.723, 2.680, -0.254], [-3.327, 1.297, 0.923], [-4.839, 1.430, -0.023], [-2.543, -1.143, -1.756], [-4.133, -1.035, -0.930], [-2.653, -0.746, 0.025], [-0.680, 2.666, -3.231], [0.901, 3.286, -3.831], [-0.338, 4.391, -3.295], [-0.861, 4.185, -0.574], [0.369, 5.404, -1.045], [0.741, 4.203, 0.209], [2.719, 3.132, -2.875], [2.883, 3.519, -1.165], [2.378, 4.836, -2.265]], "atomic_forces_ev_per_a": [[0.206, 0.045, -0.569], [-0.597, -1.233, -1.537], [0.473, 0.188, 0.597], [-0.562, -0.450, -0.150], [0.221, -0.256, 0.253], [-0.061, 1.106, -0.269], [-0.207, -0.300, 1.034], [-0.035, -0.032, 0.810], [0.844, -1.034, 1.333], [-0.551, 1.471, -0.688], [-0.151, 0.075, 0.137], [0.419, 1.477, 0.336], [-0.215, -0.250, 0.359], [0.157, -0.353, 0.279], [0.293, 0.437, -0.260], [-0.063, -0.206, 0.095], [0.357, 0.073, -0.143], [0.320, 0.387, -0.866], [0.055, -0.419, -0.471], [0.057, 0.049, -0.129], [-1.487, 0.254, -0.762], [0.032, -0.617, -0.549], [0.458, 0.237, 0.193], [-0.087, -0.175, 0.214], [-0.118, -0.701, -1.205], [-1.011, -1.726, 1.487], [-0.299, 0.650, -0.365], [0.692, 0.442, -0.333], [0.412, 0.712, 0.076], [-1.193, -0.674, 0.283], [0.417, -0.550, -0.241], [0.550, -0.392, -0.111], [1.014, 1.130, -0.014], [-1.314, -0.833, 0.113], [-0.441, -1.614, 1.253], [0.364, 0.822, 0.773], [0.388, -0.184, 0.346], [-1.059, -0.629, -1.549], [1.089, 0.348, 0.416], [-0.489, -0.504, 0.952], [0.157, 0.147, -0.682], [-0.476, 0.819, 1.006], [-0.478, 0.095, -0.536], [0.484, 0.209, 0.016], [-0.676, 0.073, 0.213], [0.514, -0.255, 0.292], [0.620, 0.191, -0.366], [-0.266, 0.846, 0.451], [0.328, -0.242, -0.416], [0.154, -0.367, 0.411], [0.382, 1.029, -0.565], [1.505, -0.411, 0.318], [0.059, 0.162, -0.086], [0.551, 0.663, 0.059], [-0.397, 0.780, -1.281], [-0.404, -0.223, 0.235], [-0.055, -0.101, 0.129], [-0.467, -0.509, 0.017], [-0.177, -0.352, -0.673], [-0.014, -0.053, 0.229], [-0.489, -0.226, -0.577], [-0.350, 0.618, -0.246], [0.795, 0.058, -0.297], [-0.018, 0.114, -0.095], [-0.153, 0.221, -0.067], [-0.548, 0.675, 0.734], [0.419, 0.094, 0.624], [0.122, -0.826, 0.027]], "lowdin_spin": [4.7221, 0.0053, 0.0499, 0.0037, 0.0037, 0.0386, 0.0040, 0.0033, 0.0457, 0.0044, 0.0004, 0.0008, 0.0008, 0.0001, 0.0006, 0.0005, 0.0000, 0.0005, 0.0002, 0.0001, 0.0005, 0.0003, 0.0011, 0.0005, 0.0000, 0.0003, 0.0001, 0.0002, 0.0055, 0.0165, 0.0781, 0.0030, 0.0003, 0.0001, 0.0016, 0.0005, 0.0034, 0.0002, 0.0001, 0.0003, 0.0000, 0.0000, 0.0000, 0.0000, 0.0000, 0.0000, 0.0000, 0.0000, 0.0000, 0.0000, 0.0000, 0.0000, 0.0000, 0.0000, 0.0014, 0.0001, 0.0000, 0.0000, 0.0005, 0.0000, 0.0000, 0.0000, 0.0000, 0.0000, 0.0003, 0.0000, 0.0000, 0.0000]}